The following is a quantum chemistry calculation of a molecular structure, C37H31CaN6O2Se at a distorted geometry, from the Open Molecules 2025 dataset.

Summary:
* E_LUMO: -3.3 eV
* total charge: +1
* HOMO energy: -9.48 eV
* multiplicity: 1

Structure (XYZ):
```
78
Properties=species:S:1:pos:R:3:forces:R:3:lowdin_charge:R:1
Ca -0.0361 0.2929 0.5351 -0.45 0.51 -0.63 1.35
C -4.6644 -0.3821 1.3552 0.48 -1.73 -1.16 -0.04
O -3.9761 -0.6842 2.5831 -0.01 -0.20 0.44 0.05
C -2.6808 -0.6907 2.2936 -0.32 0.38 -0.37 -0.34
N -2.3271 -0.4933 1.0891 0.51 -0.22 0.19 0.06
C -3.5098 -0.1567 0.3276 -0.50 0.63 -0.70 -0.23
C -3.2750 1.2600 -0.2187 -0.64 -0.96 0.24 -0.22
C -3.4338 2.3040 0.6730 -0.63 1.16 -0.37 -0.05
C -3.2561 3.6183 0.2376 0.74 -0.01 -0.71 -0.05
C -2.8323 3.8103 -1.1125 -0.04 0.68 1.32 -0.07
C -2.6079 2.7497 -1.9740 -0.85 -0.93 1.39 -0.07
C -2.8785 1.4372 -1.5356 0.31 -0.04 0.42 -0.04
C -1.7025 -0.7950 3.3662 0.80 -0.12 0.86 -0.17
C -1.9635 -1.0916 4.7031 0.51 0.56 -0.37 0.06
C -0.8505 -1.1133 5.5446 -0.61 -0.32 0.93 -0.01
C 0.4124 -0.9926 5.0372 0.35 0.34 -0.23 0.02
C 0.5759 -0.7256 3.6975 0.81 -0.80 -0.43 -0.17
N -0.4632 -0.5673 2.9231 -0.54 -0.26 -1.10 0.10
C 1.8906 -0.6854 2.9508 -0.11 1.88 0.68 -0.29
N 1.9460 -0.2573 1.7333 0.03 -1.65 1.93 0.04
C 3.3535 0.0437 1.5085 0.15 0.92 -0.74 -0.27
C 4.1311 -0.6432 2.6333 -1.13 -0.87 0.46 0.01
O 3.0372 -0.7696 3.6717 -0.30 -0.23 -1.35 0.02
C 3.6850 -0.2259 0.0685 0.32 -1.59 1.78 -0.21
C 3.4267 0.7794 -0.7848 -0.40 -0.80 -2.45 -0.03
C 3.4922 0.5119 -2.1696 0.75 1.11 1.31 -0.07
C 4.0195 -0.6645 -2.6215 -0.65 -1.14 0.42 -0.07
C 4.2071 -1.7523 -1.7186 0.95 0.93 -0.95 -0.05
C 4.0415 -1.5097 -0.3571 0.32 -0.28 -1.51 -0.04
H -5.3283 0.3925 1.5594 -0.79 1.76 0.13 0.11
H -5.3120 -1.2249 1.0562 0.54 0.03 0.27 0.14
H -3.5916 -0.8229 -0.5335 -0.14 -0.14 0.12 0.14
H -3.8616 2.0669 1.6378 0.32 0.27 0.33 0.11
H -3.3075 4.5025 0.9098 -0.18 -0.89 -0.56 0.11
H -2.6262 4.8521 -1.4039 -0.07 -0.68 -0.10 0.12
H -2.2361 2.9120 -2.9366 0.36 0.30 -1.36 0.08
H -2.7510 0.4969 -2.1057 0.01 0.97 -0.18 0.12
H -2.9737 -1.1787 5.0558 -0.20 -0.22 0.11 0.13
H -0.8975 -1.2519 6.6327 -0.50 0.00 -0.56 0.13
H 1.2451 -1.0036 5.6820 0.91 -0.24 0.61 0.12
H 3.2997 1.1482 1.5844 0.88 -0.32 0.45 0.16
H 4.9022 -0.0008 3.0587 0.03 -0.44 -0.04 0.14
H 4.4456 -1.7223 2.4273 -0.13 1.68 0.12 0.15
H 3.0477 1.6905 -0.4171 -0.25 1.19 0.24 0.11
H 3.2529 1.3357 -2.8043 -0.06 0.24 -0.70 0.11
H 4.1865 -0.7692 -3.6797 0.08 -0.28 -0.20 0.10
H 4.6539 -2.6747 -2.1553 -0.63 0.58 0.78 0.12
H 4.2658 -2.3363 0.2875 -0.10 -0.07 0.62 0.10
C -0.6523 -3.6971 1.8865 0.38 0.10 0.14 -0.09
C -1.7922 -3.9001 1.1563 -0.47 -0.04 -0.20 -0.11
C -1.7489 -4.0200 -0.2263 1.21 -0.24 0.08 -0.09
C -0.5394 -3.9704 -0.9148 0.69 0.46 -0.15 -0.07
C 0.6445 -3.6895 -0.1793 -1.66 -0.40 -0.64 -0.09
C 0.5537 -3.5633 1.1787 0.72 0.23 1.96 -0.11
H -0.7268 -3.6831 2.9845 0.37 0.13 -0.58 0.12
H -2.7615 -4.0036 1.6217 -0.03 -0.03 0.26 0.11
H -2.6579 -4.2870 -0.6821 -0.91 -0.10 -0.95 0.09
H -0.4592 -4.1229 -2.0129 -0.29 0.04 0.92 0.11
H 1.6064 -3.6467 -0.6332 0.50 0.09 -0.49 0.09
H 1.4794 -3.3892 1.7570 -0.52 -0.14 -0.36 0.11
Se -0.0391 5.4529 1.1919 -0.01 2.20 0.24 0.58
C 0.0310 3.7734 0.9218 -0.15 -1.17 0.01 -1.10
N 0.0192 2.6184 0.7546 0.26 -1.64 -0.16 -0.12
N 0.5458 -0.2706 -4.1855 0.40 -0.63 -1.08 0.13
C 0.4759 -0.6862 -2.9171 -1.10 1.89 0.81 -0.15
N 0.3419 0.3560 -2.0798 0.01 -2.12 1.08 0.03
C 0.4145 1.4711 -2.8410 0.38 0.85 -2.97 -0.28
C 0.4344 2.8414 -2.5765 0.63 0.40 0.01 -0.04
C 0.6816 3.7791 -3.5626 -0.13 -2.15 -1.34 -0.03
C 0.8645 3.3678 -4.9292 -0.93 0.31 1.12 -0.06
C 0.7863 2.0450 -5.2487 -0.06 -0.78 0.73 -0.03
C 0.5593 1.1170 -4.2149 0.23 -0.15 0.71 -0.16
H 0.5884 -0.9380 -4.9547 0.07 0.65 0.18 0.17
H 0.3400 -1.7192 -2.6748 0.23 -0.29 0.30 0.11
H 0.3306 3.1595 -1.5772 -0.19 0.44 1.02 0.06
H 0.7021 4.7911 -3.3073 0.04 1.41 0.35 0.09
H 0.8758 4.0459 -5.7715 0.45 0.40 0.32 0.11
H 0.9268 1.7488 -6.2591 -0.04 -0.41 -0.68 0.10
```
Forces are in eV/Å.



The following is a quantum chemistry calculation of a molecular structure, C55H44AsIrN4O5S at a distorted geometry, from the Open Molecules 2025 dataset.

Summary:
* E_LUMO (spin up / spin down): 2.3 / 1.3 eV
* total charge: -1
* HOMO energy (spin up / spin down): -5.17 / -5.22 eV
* expectation value of S²: 0.75
* multiplicity: 2

Structure (XYZ):
```
111
Properties=species:S:1:pos:R:3:forces:R:3:lowdin_charge:R:1
Ir -1.0167 0.8732 0.4533 -0.78 0.52 -1.71 1.42
O -0.4101 -3.5670 0.3047 -0.05 -0.08 0.11 0.04
C -1.7010 -3.9114 0.4802 0.10 0.06 -0.07 -0.28
C -2.0060 -5.2732 0.4283 0.00 -0.03 -0.01 -0.02
C -3.3073 -5.7069 0.5682 -0.01 0.00 0.01 -0.10
C -4.3388 -4.7904 0.7659 0.00 0.00 -0.02 -0.10
C -4.0411 -3.4434 0.8227 0.02 0.01 0.02 -0.04
C -2.7302 -2.9775 0.6878 -0.03 0.00 0.01 -0.09
C -2.4616 -1.5198 0.7073 0.01 0.13 -0.18 -0.43
O -1.2078 -1.1585 0.5678 -0.14 -0.06 -0.26 -0.26
N -3.4634 -0.6968 0.8125 -0.02 0.01 -0.25 0.11
N -3.0469 0.6193 0.6937 0.32 -0.41 0.58 -0.19
C -3.9029 1.5618 0.8001 -0.02 -0.01 0.07 -0.09
C -3.5994 2.9689 0.7179 0.13 0.00 -0.01 -0.16
C -4.7117 3.8316 0.7154 -0.01 0.03 0.00 -0.06
C -4.5882 5.1956 0.6253 -0.05 -0.03 0.01 -0.11
C -3.3028 5.7435 0.5424 0.07 0.03 -0.02 -0.09
C -2.1917 4.9393 0.5517 -0.03 -0.01 0.02 -0.01
C -2.2887 3.5298 0.6395 -0.09 -0.14 0.12 -0.37
O -1.1536 2.8825 0.6704 0.32 -0.09 0.03 -0.25
H -0.3734 -2.5849 0.3588 0.00 0.01 -0.04 0.06
H -1.1919 -5.9682 0.2671 0.00 0.01 -0.01 0.12
H -3.5238 -6.7674 0.5190 0.00 0.00 0.00 0.10
H -5.3621 -5.1275 0.8689 0.01 0.00 0.01 0.09
H -4.8203 -2.7076 0.9681 0.01 0.00 0.00 0.11
H -4.9363 1.2638 0.9619 -0.03 0.02 -0.04 0.13
H -5.6975 3.3831 0.7806 0.01 0.00 0.00 0.11
H -5.4628 5.8321 0.6218 0.00 -0.01 -0.01 0.09
H -3.1800 6.8180 0.4657 0.01 -0.01 0.01 0.10
H -1.1934 5.3535 0.4893 0.00 -0.01 0.00 0.11
S -1.8358 1.6232 -1.7745 0.54 -0.06 0.34 0.77
C -2.7376 0.7183 -3.0068 -0.29 -0.11 0.14 -0.62
C -3.6832 1.5305 -3.6525 -0.06 -0.04 0.06 -0.14
C -4.4084 1.0757 -4.7374 -0.01 0.02 -0.06 -0.10
C -4.2139 -0.2130 -5.2145 0.02 0.02 0.01 -0.10
C -3.2817 -1.0260 -4.5918 0.01 -0.02 0.04 -0.11
C -2.5418 -0.5845 -3.4951 0.07 0.17 -0.01 -0.40
As -1.2498 -1.7319 -2.6067 0.02 -0.05 0.20 1.39
C -1.5020 -3.3832 -3.6287 -0.01 -0.03 0.04 -0.39
C -0.6842 -3.8127 -4.6677 -0.04 0.03 -0.06 -0.10
C -0.9016 -5.0461 -5.2721 0.01 0.02 0.00 -0.10
C -1.9394 -5.8611 -4.8448 -0.01 0.02 0.02 -0.10
C -2.7604 -5.4410 -3.8054 0.00 -0.01 -0.02 -0.09
C -2.5364 -4.2149 -3.1978 0.05 0.00 0.02 -0.12
C 0.3944 -1.0661 -3.4190 0.03 0.01 -0.01 -0.40
C 0.4402 0.0439 -4.2553 0.01 -0.04 -0.04 -0.11
C 1.6613 0.5405 -4.6953 0.00 -0.01 0.01 -0.08
C 2.8456 -0.0697 -4.3071 -0.02 0.00 0.01 -0.10
C 2.8077 -1.1795 -3.4723 -0.03 -0.01 0.02 -0.09
C 1.5888 -1.6680 -3.0230 0.01 0.05 -0.03 -0.13
H -3.8400 2.5343 -3.2757 -0.01 -0.03 0.01 0.09
H -5.1342 1.7299 -5.2055 0.01 0.00 0.00 0.10
H -4.7750 -0.5789 -6.0652 0.00 -0.01 0.01 0.09
H -3.1154 -2.0265 -4.9713 -0.01 -0.01 0.01 0.09
H 0.1248 -3.1816 -5.0152 0.01 0.01 0.01 0.10
H -0.2573 -5.3676 -6.0818 0.00 0.00 0.01 0.10
H -2.1042 -6.8236 -5.3134 0.00 0.01 0.00 0.09
H -3.5671 -6.0749 -3.4577 0.00 0.01 0.00 0.10
H -3.1651 -3.9037 -2.3692 -0.01 -0.01 0.02 0.10
H -0.4801 0.5318 -4.5536 0.02 0.00 0.00 0.10
H 1.6858 1.4131 -5.3368 0.00 0.00 0.01 0.10
H 3.7962 0.3234 -4.6459 0.00 0.00 0.01 0.10
H 3.7283 -1.6550 -3.1564 0.00 0.00 0.00 0.10
H 1.5654 -2.5176 -2.3476 0.00 0.00 0.00 0.10
C 0.8423 1.0751 -0.6066 -0.07 -0.19 0.52 -0.25
C 1.5228 2.3404 -0.2410 0.02 0.12 -0.12 -0.28
C 1.2948 3.4964 -0.9975 -0.01 0.03 0.03 -0.04
C 1.9005 4.6936 -0.6740 0.01 -0.02 -0.01 -0.03
C 2.7615 4.7657 0.4243 -0.01 0.03 0.01 -0.24
C 3.0092 3.6247 1.1838 0.03 0.00 0.02 -0.01
C 2.3963 2.4339 0.8402 0.01 -0.02 0.00 -0.02
C 3.3950 6.0098 0.7631 -0.03 -0.03 -0.01 -0.20
N 3.9005 7.0079 1.0327 0.02 0.01 0.00 0.13
H 1.4155 0.1930 -0.3159 0.08 0.02 -0.04 0.06
H 0.6246 1.0688 -1.6643 0.08 -0.18 -0.07 -0.01
H 0.6138 3.4432 -1.8385 0.00 0.00 0.00 0.10
H 1.7174 5.5799 -1.2679 -0.01 0.01 0.01 0.11
H 3.6808 3.6706 2.0343 -0.03 -0.02 -0.05 0.11
H 2.5975 1.5507 1.4209 0.04 -0.10 0.13 0.08
C 6.8865 0.8129 1.5501 0.00 -0.01 0.00 -0.05
C 5.8660 0.9665 2.6448 -0.04 0.01 0.00 -0.24
C 6.0902 1.8648 3.6823 -0.03 0.00 -0.01 -0.07
C 5.1435 2.0274 4.6818 -0.01 -0.02 -0.01 -0.09
C 3.9591 1.3131 4.6427 0.01 0.03 0.00 -0.03
C 3.7197 0.4090 3.6081 -0.03 -0.11 0.01 -0.20
N 2.4996 -0.2905 3.5027 0.02 0.11 0.10 0.10
C 1.5701 -0.4081 4.5349 0.08 -0.14 -0.06 -0.19
C 1.9843 -0.8374 5.8022 0.01 0.03 -0.01 -0.04
C 1.0663 -1.0728 6.8046 -0.04 0.00 -0.02 -0.09
C -0.2967 -0.9033 6.5700 0.03 -0.01 0.00 -0.09
C -0.7135 -0.4709 5.3271 0.06 0.10 0.03 -0.02
C 0.2012 -0.2015 4.3069 -0.03 0.00 0.04 -0.05
C -0.3607 0.3218 3.0252 -0.04 0.00 0.11 -0.55
O -1.5196 0.7328 2.9628 -0.20 0.00 0.31 0.02
O 0.3733 0.3254 1.9647 0.01 0.36 0.02 -0.15
C 4.6866 0.2137 2.6105 0.05 0.02 -0.01 -0.18
C 4.4749 -0.7824 1.5003 -0.02 0.04 0.00 -0.03
H 7.7390 1.4687 1.7220 0.00 0.00 0.00 0.07
H 6.4579 1.0616 0.5761 0.00 -0.01 0.01 0.08
H 7.2539 -0.2141 1.4842 0.00 0.01 0.00 0.08
H 7.0028 2.4488 3.6950 0.00 -0.02 0.01 0.10
H 5.3159 2.7344 5.4838 -0.01 0.00 -0.01 0.10
H 3.2025 1.4721 5.3991 0.00 0.00 -0.01 0.11
H 2.0451 -0.2066 2.6019 -0.01 0.04 -0.03 0.09
H 3.0404 -1.0052 5.9727 -0.01 0.00 0.00 0.12
H 1.4131 -1.4148 7.7724 0.00 0.01 0.00 0.10
H -1.0193 -1.1061 7.3493 0.00 0.00 0.00 0.10
H -1.7613 -0.3074 5.1140 0.01 0.00 -0.01 0.12
H 3.5543 -1.3466 1.6268 0.02 -0.01 0.01 0.07
H 5.2987 -1.5000 1.4708 0.00 0.01 -0.02 0.08
H 4.4410 -0.2921 0.5233 -0.03 0.01 0.01 0.08
```
Forces are in eV/Å.